Record 1
Density functional theory data (wB97M-V/def2-TZVPD) for 15 unconnected molecules or ions with the total composition C60H165N15O15 at a distorted geometry.

Calculated values
**ΔE to the lowest compared entry with this formula, charge and spin**: 203.8 kcal per mole
**Lowest unoccupied orbital energy**: 0.25 eV
**Charge**: 0

Structure (XYZ):
```
255
Properties=species:S:1:pos:R:3:lowdin_charge:R:1
C 14.1021 -21.8788 18.8923 -0.060
C 12.6445 -21.4075 18.6856 -0.427
C 11.6892 -21.9704 19.8032 -0.209
O 10.4367 -21.3096 19.7673 -0.227
C 9.6230 -21.2955 20.9650 -0.071
N 12.6617 -19.9865 18.8321 0.021
H 14.1412 -22.9672 18.8471 0.069
H 14.5412 -21.5750 19.8425 0.079
H 14.6631 -21.5375 18.0223 0.076
H 12.1105 -21.6067 17.7565 0.135
H 12.1843 -21.7299 20.7440 0.117
H 11.5850 -23.0553 19.7844 0.119
H 9.6718 -22.2507 21.4879 0.083
H 8.5677 -21.0576 20.8311 0.082
H 10.0659 -20.4889 21.5492 0.086
H 11.7211 -19.8230 19.1618 0.057
H 13.3080 -19.6244 19.5186 0.072
C 17.2359 -30.1164 10.6060 -0.076
C 16.8762 -31.5042 11.0610 -0.446
C 15.3573 -31.8110 10.7748 -0.204
O 14.4935 -30.8929 11.3166 -0.180
C 14.2866 -30.8583 12.6927 -0.122
N 17.6675 -32.4157 10.2847 0.016
H 18.2774 -29.8064 10.6923 0.079
H 16.7113 -29.3412 11.1645 0.073
H 16.9171 -30.0186 9.5682 0.086
H 17.1452 -31.6686 12.1044 0.133
H 15.1039 -32.7598 11.2476 0.119
H 15.1504 -31.9216 9.7103 0.130
H 15.1557 -30.5372 13.2668 0.086
H 13.8564 -31.7316 13.1830 0.085
H 13.4754 -30.1707 12.9320 0.087
H 17.5515 -32.2095 9.3028 0.068
H 18.6247 -32.1275 10.4291 0.067
C 22.2010 -35.2176 21.9723 -0.064
C 21.3511 -36.3726 22.5871 -0.437
C 21.5649 -37.7040 21.8769 -0.215
O 20.5986 -38.6330 22.3368 -0.174
C 20.5518 -39.8402 21.6730 -0.131
N 21.8539 -36.4721 23.9234 0.021
H 23.2805 -35.3548 22.0343 0.073
H 22.0343 -34.2268 22.3947 0.075
H 21.9733 -35.1787 20.9071 0.067
H 20.3028 -36.0740 22.5906 0.143
H 22.6046 -38.0227 21.9520 0.132
H 21.4121 -37.3922 20.8437 0.117
H 19.6152 -40.3545 21.8884 0.092
H 21.3706 -40.4542 22.0479 0.084
H 20.7455 -39.7642 20.6030 0.086
H 22.8232 -36.7137 23.7744 0.064
H 21.4821 -37.3346 24.2948 0.066
C 15.8685 -31.1764 20.7532 -0.042
C 14.9118 -30.7131 19.5682 -0.436
C 13.4128 -30.9043 19.7033 -0.227
O 12.8445 -30.0944 20.6966 -0.188
C 11.4267 -30.1209 20.7347 -0.096
N 15.1391 -29.3615 19.1732 0.028
H 15.6545 -30.6012 21.6540 0.070
H 16.8963 -30.9868 20.4437 0.065
H 15.6447 -32.2376 20.8624 0.068
H 15.2969 -31.2887 18.7265 0.123
H 13.2267 -31.9347 20.0061 0.122
H 12.9211 -30.8147 18.7347 0.124
H 11.0070 -29.2124 21.1665 0.088
H 11.1971 -30.9517 21.4020 0.083
H 10.9354 -30.4071 19.8047 0.085
H 14.4210 -28.7811 19.5826 0.065
H 16.0478 -29.0037 19.4310 0.068
C 21.2829 -22.5180 11.9809 -0.088
C 22.6838 -22.9472 12.2497 -0.459
C 23.1920 -22.4549 13.6472 -0.192
O 24.6152 -22.4729 13.6536 -0.189
C 25.1486 -22.0301 14.8568 -0.131
N 22.6720 -24.3816 12.1340 0.030
H 20.6374 -22.4084 12.8523 0.081
H 20.8073 -23.2189 11.2949 0.081
H 21.2929 -21.5596 11.4618 0.078
H 23.3257 -22.5308 11.4734 0.139
H 22.7444 -23.1048 14.3991 0.124
H 22.7628 -21.4579 13.7458 0.119
H 24.8574 -21.0292 15.1755 0.091
H 26.2279 -22.1587 14.7749 0.087
H 24.8525 -22.8098 15.5585 0.086
H 23.5928 -24.7191 12.3758 0.071
H 21.9955 -24.6643 12.8286 0.072
C 28.8534 -33.0218 16.2491 -0.067
C 29.9441 -31.9217 16.3067 -0.453
C 31.3845 -32.4193 15.9285 -0.174
O 32.2855 -31.4099 16.4342 -0.193
C 33.6229 -31.6250 15.9740 -0.109
N 29.4699 -30.7991 15.6026 0.027
H 28.9011 -33.5722 15.3095 0.074
H 27.8768 -32.6265 16.5288 0.078
H 29.1023 -33.7979 16.9728 0.066
H 29.9280 -31.6325 17.3575 0.133
H 31.6371 -32.6251 14.8884 0.116
H 31.4496 -33.3843 16.4310 0.113
H 33.6708 -31.9691 14.9409 0.077
H 34.1299 -32.3293 16.6336 0.086
H 34.1556 -30.6750 15.9312 0.083
H 30.2123 -30.1346 15.4375 0.070
H 29.2067 -31.0307 14.6553 0.074
C 13.0221 -25.5778 25.5534 -0.087
C 11.7140 -25.1063 26.2280 -0.376
C 11.4532 -25.9300 27.5356 -0.202
O 10.4391 -25.2878 28.3068 -0.210
C 9.8466 -26.0655 29.3758 -0.091
N 12.0099 -23.6663 26.5251 0.026
H 12.9281 -26.6504 25.3833 0.069
H 13.9223 -25.4451 26.1535 0.071
H 13.2458 -25.1385 24.5813 0.074
H 10.8829 -25.2518 25.5379 0.132
H 12.3514 -25.9293 28.1531 0.119
H 11.2194 -26.9690 27.3035 0.119
H 9.0996 -25.4460 29.8720 0.081
H 10.5992 -26.2541 30.1414 0.081
H 9.3054 -26.9724 29.1064 0.082
H 11.3056 -23.3625 27.1821 0.051
H 12.8863 -23.4866 26.9939 0.062
C 17.3003 -17.8990 24.0576 -0.083
C 16.4417 -18.8682 24.8770 -0.421
C 16.6734 -18.5768 26.3980 -0.199
O 15.8423 -19.4917 27.1376 -0.194
C 16.0312 -19.3163 28.5585 -0.103
N 15.0827 -18.6594 24.4303 0.026
H 17.2755 -18.0867 22.9842 0.075
H 18.3305 -17.9246 24.4129 0.072
H 17.0056 -16.8506 24.1015 0.073
H 16.7006 -19.8944 24.6160 0.138
H 16.5566 -17.5186 26.6317 0.121
H 17.7201 -18.7426 26.6530 0.114
H 17.0013 -19.5945 28.9704 0.082
H 15.2879 -19.9715 29.0127 0.083
H 15.7923 -18.2914 28.8424 0.082
H 14.6921 -17.7357 24.5490 0.072
H 14.4604 -19.2247 24.9901 0.064
C 19.0379 -36.2365 14.7280 -0.056
C 17.8203 -37.1641 14.4393 -0.427
C 16.4434 -36.6126 14.9458 -0.157
O 16.3224 -36.7156 16.3854 -0.210
C 16.5342 -37.9985 17.0192 -0.090
N 17.7558 -37.3230 12.9816 0.006
H 19.9192 -36.5573 14.1726 0.072
H 19.1912 -36.2173 15.8070 0.069
H 18.7799 -35.2184 14.4365 0.072
H 17.9849 -38.2062 14.7133 0.119
H 15.6639 -37.2056 14.4673 0.115
H 16.4277 -35.5687 14.6323 0.120
H 16.3955 -37.8388 18.0885 0.088
H 17.4646 -38.4717 16.7052 0.069
H 15.7505 -38.6941 16.7194 0.080
H 18.4992 -37.9010 12.6164 0.066
H 17.8785 -36.4259 12.5340 0.064
C 26.5522 -19.7981 22.7060 -0.060
C 25.2433 -19.9363 23.5480 -0.423
C 25.6230 -20.3517 24.9739 -0.244
O 24.5389 -20.6157 25.8264 -0.185
C 24.7741 -21.2114 27.1434 -0.078
N 24.5010 -18.6756 23.5126 0.033
H 27.1888 -19.0016 23.0911 0.073
H 26.1984 -19.5646 21.7018 0.075
H 27.1726 -20.6940 22.6814 0.072
H 24.5857 -20.7021 23.1368 0.134
H 26.2956 -19.6282 25.4347 0.126
H 26.2269 -21.2464 24.8220 0.115
H 23.8060 -21.5152 27.5415 0.079
H 25.1666 -20.5102 27.8800 0.078
H 25.3624 -22.1254 27.2244 0.080
H 25.1237 -17.8822 23.5651 0.064
H 23.9246 -18.6894 24.3419 0.061
C 22.0871 -28.9454 16.9761 -0.061
C 20.7977 -28.1463 17.3457 -0.395
C 21.0233 -26.9605 18.3199 -0.183
O 19.9430 -26.6255 19.1914 -0.191
C 20.1015 -25.6085 20.1073 -0.149
N 20.1228 -27.7368 16.0787 0.026
H 22.5941 -29.3669 17.8441 0.071
H 22.7619 -28.4162 16.3033 0.076
H 21.8740 -29.8338 16.3816 0.064
H 20.0709 -28.7459 17.8936 0.125
H 21.3125 -26.0848 17.7387 0.121
H 21.8606 -27.1133 19.0008 0.118
H 20.3707 -24.6628 19.6368 0.087
H 20.8775 -25.7687 20.8558 0.079
H 19.2549 -25.4887 20.7832 0.089
H 19.2344 -27.4103 16.4314 0.064
H 19.9211 -28.5708 15.5459 0.060
C 21.0757 -28.9403 26.1672 -0.061
C 20.0413 -29.5450 27.1168 -0.454
C 18.9118 -28.5613 27.6428 -0.176
O 19.5507 -27.5631 28.4236 -0.222
C 18.6421 -26.6365 29.0530 -0.090
N 19.4288 -30.6876 26.5673 0.014
H 20.6049 -28.6797 25.2193 0.075
H 21.8628 -29.6761 26.0023 0.075
H 21.4863 -28.0677 26.6751 0.073
H 20.6112 -29.9425 27.9567 0.136
H 18.1720 -29.0440 28.2814 0.117
H 18.4413 -28.0755 26.7880 0.119
H 19.2511 -25.8802 29.5481 0.084
H 18.0598 -27.1717 29.8031 0.082
H 18.0199 -26.1544 28.2990 0.082
H 19.1719 -30.5290 25.6035 0.070
H 20.0741 -31.4512 26.4237 0.075
C 14.3709 -24.2453 12.7655 -0.096
C 12.9302 -24.1771 12.2395 -0.390
C 12.7740 -22.7653 11.6486 -0.149
O 13.7009 -22.5981 10.4864 -0.212
C 13.5107 -21.3384 9.8803 -0.127
N 12.8907 -25.1880 11.1917 0.017
H 15.2198 -24.4603 12.1165 0.079
H 14.4782 -25.0015 13.5432 0.068
H 14.6822 -23.3408 13.2880 0.067
H 12.2394 -24.4004 13.0526 0.137
H 13.1319 -22.0051 12.3430 0.113
H 11.7492 -22.5561 11.3417 0.119
H 14.3473 -20.9850 9.2776 0.084
H 13.1991 -20.5952 10.6143 0.082
H 12.7289 -21.4714 9.1324 0.083
H 13.2504 -26.1168 11.3590 0.066
H 13.5797 -24.9593 10.4895 0.059
C 29.2007 -24.8980 10.3303 -0.075
C 29.4969 -25.6672 11.6040 -0.444
C 30.5499 -24.9650 12.4890 -0.205
O 30.8157 -25.8452 13.5472 -0.198
C 31.7013 -25.3675 14.4685 -0.133
N 28.2218 -25.9053 12.2814 0.039
H 28.7727 -23.9252 10.5720 0.078
H 28.5784 -25.4872 9.6566 0.080
H 30.1268 -24.6736 9.8011 0.072
H 29.8108 -26.6668 11.3037 0.137
H 30.2632 -23.9713 12.8331 0.129
H 31.4114 -24.8674 11.8285 0.122
H 31.5384 -26.0527 15.3004 0.096
H 31.4505 -24.3400 14.7321 0.089
H 32.7184 -25.4671 14.0892 0.091
H 28.5055 -26.3280 13.1537 0.059
H 27.8934 -24.9934 12.5656 0.064
C 25.6342 -32.6886 9.1716 -0.070
C 26.3300 -31.4471 8.6245 -0.437
C 26.7787 -31.5345 7.1390 -0.184
O 27.6605 -32.6578 6.9395 -0.202
C 27.8706 -33.0605 5.5888 -0.110
N 25.2604 -30.4777 8.6269 0.013
H 25.1715 -32.5956 10.1541 0.076
H 26.3882 -33.4745 9.2146 0.069
H 24.9523 -33.1684 8.4695 0.083
H 27.2156 -31.1341 9.1777 0.134
H 27.3136 -30.6251 6.8651 0.119
H 25.8960 -31.5893 6.5018 0.121
H 28.2215 -32.1940 5.0284 0.077
H 26.9762 -33.3165 5.0208 0.080
H 28.6129 -33.8587 5.5810 0.088
H 24.9217 -30.3787 9.5733 0.071
H 25.7006 -29.5905 8.4288 0.072
```

***

Record 2
Density functional theory data (wB97M-V/def2-TZVPD) for a single C3H5BrS molecule at a distorted geometry.

Calculated values
**ΔE to the lowest compared entry with this formula, charge and spin**: 62.2 kcal per mole
**Lowest unoccupied orbital energy**: 0.24 eV
**Charge**: 0

Structure (XYZ):
```
10
Properties=species:S:1:pos:R:3:lowdin_charge:R:1
C -0.0506 -0.9084 -0.1621 -0.107
C -1.2509 -0.0147 0.3021 -0.412
C 1.1581 0.7902 -0.2815 -0.924
S -0.4808 1.6628 -0.2037 0.723
Br 2.3035 0.8740 1.2627 0.584
H 0.5750 -1.5681 0.3706 0.044
H -0.3808 -1.2417 -1.1305 0.063
H -2.0749 -0.0496 -0.2970 0.016
H -1.3828 -0.0578 1.3223 0.035
H 1.5842 0.5133 -1.1829 -0.022
```

***

Record 3
Density functional theory data (wB97M-V/def2-TZVPD) for a gas-phase ion, C7H15N (charge +1) at a distorted geometry.

Calculated values
**ΔE to the lowest compared entry with this formula, charge and spin**: 55.7 kcal per mole
**Expectation value of S²**: 0.7537
**2S+1**: 2
**Lowest unoccupied orbital energy (spin up / spin down)**: -4.49 / -8.00 eV
**Charge**: +1

Structure (XYZ):
```
23
Properties=species:S:1:pos:R:3:mulliken_spin:R:1
C 2.4097 0.7516 -0.9619 0.000
C 2.1586 -0.2573 0.1484 0.028
C 0.7131 -0.7314 0.2664 0.095
C -0.1800 0.4435 0.7949 0.070
C -1.4277 -0.1773 1.1349 0.287
C -2.5135 0.0039 0.2894 0.366
C -3.9382 -0.0240 0.6690 0.030
N 2.7144 0.1933 -2.2815 0.003
H 1.6165 1.4934 -1.0941 0.002
H 3.2428 1.4022 -0.6893 0.002
H 2.6304 0.0055 1.0904 0.000
H 2.7464 -1.1452 -0.1393 0.011
H 0.6670 -1.5508 0.9805 0.007
H 0.4079 -1.0641 -0.7228 -0.008
H -0.2827 1.2108 0.0201 0.007
H 0.2858 0.9397 1.6501 0.002
H -1.4953 -0.7245 2.0732 0.011
H -2.3306 0.3842 -0.7063 0.015
H -4.4113 -0.7926 0.0692 0.055
H -4.0770 -0.4212 1.6739 -0.004
H -4.4095 0.9317 0.4748 0.022
H 3.5072 -0.4360 -2.1780 0.000
H 1.9661 -0.4354 -2.5619 0.000
```

***

Record 4
Density functional theory data (wB97M-V/def2-TZVPD) for 2 unconnected molecules or ions with the total composition C4H9N7O at a distorted geometry.

Calculated values
**ΔE to the lowest compared entry with this formula, charge and spin**: 0.0 kcal per mole
**SMILES string**: N/N=C\C(N)=O.Nc1cnn[nH]1
**Lowest unoccupied orbital energy**: 0.50 eV
**Charge**: 0

Structure (XYZ):
```
21
Properties=species:S:1:pos:R:3:lowdin_charge:R:1
C -1.4869 -0.1321 0.8058 -0.129
C -1.8801 0.8331 -0.2528 -0.535
C 1.9018 0.2380 0.5229 -0.366
C 1.2656 0.3058 -0.6903 -0.113
H -3.2501 -1.1832 -0.6180 0.086
H -3.2673 -2.6731 0.3504 0.105
H -0.7782 0.1722 1.5566 0.072
H -1.4096 2.6975 -0.9598 0.134
H -0.4509 2.2030 0.3825 0.069
H 0.9138 1.4668 1.7580 0.060
H 1.4904 0.0977 2.4972 0.099
H 0.3734 0.7923 -0.9560 0.056
H 3.7434 -0.7632 0.8995 0.159
N -2.8133 -1.8134 0.0593 0.041
N -1.9554 -1.3244 0.9350 -0.016
N -1.2424 2.0350 -0.1967 0.138
N 1.6762 0.8030 1.7865 0.100
N 1.9913 -0.4075 -1.5972 -0.006
N 3.0238 -0.9162 -1.0231 -0.028
N 2.9868 -0.5227 0.2656 0.040
O -2.7295 0.5932 -1.1037 0.034
```

***

| no. | electronic energy (eV) |
| --- | --- |
| 1 | -117945.2714 |
| 2 | -84066.5801 |
| 3 | -8982.7850 |
| 4 | -16770.3887 |